{"formula": "C16H19F12N2", "method": "ωB97M-V with the def2-TZVPD basis set", "homo_energy_ha": -0.4850, "lumo_energy_ev": -2.55, "smiles": "C#CC[C@]1(C(F)(F)C(F)(F)C(F)(F)F)CC[C@@H](N)[N@@H+](CCCC(F)(F)C(F)(F)F)C1", "fmax_ev_per_a": 1.70, "total_charge": 1, "elements": ["C", "C", "C", "C", "C", "F", "F", "C", "F", "F", "C", "F", "F", "F", "C", "C", "C", "N", "N", "C", "C", "C", "C", "F", "F", "C", "F", "F", "F", "C", "H", "H", "H", "H", "H", "H", "H", "H", "H", "H", "H", "H", "H", "H", "H", "H", "H", "H", "H"], "coordinates": [[1.40, 3.19, 2.40], [1.56, 2.07, 1.99], [1.54, 0.66, 1.57], [1.51, 0.46, 0.03], [2.91, 0.52, -0.60], [2.81, 0.73, -1.93], [3.56, 1.57, -0.10], [3.79, -0.74, -0.44], [3.60, -1.33, 0.74], [3.47, -1.63, -1.38], [5.32, -0.45, -0.58], [5.92, -1.60, -0.86], [5.82, 0.01, 0.54], [5.56, 0.37, -1.58], [0.65, 1.56, -0.66], [-0.19, 1.05, -1.84], [-1.09, -0.16, -1.50], [-1.16, -1.01, -2.65], [-0.59, -0.83, -0.22], [-1.28, -2.11, 0.15], [-2.30, -1.83, 1.28], [-3.54, -1.03, 0.83], [-3.61, 0.37, 1.44], [-4.41, 0.35, 2.50], [-2.39, 0.81, 1.82], [-4.19, 1.44, 0.48], [-4.60, 2.48, 1.18], [-5.21, 0.96, -0.19], [-3.26, 1.88, -0.36], [0.89, -0.93, -0.25], [1.25, 4.12, 2.89], [2.41, 0.18, 2.02], [0.67, 0.16, 2.00], [-0.04, 2.01, 0.06], [1.29, 2.38, -0.98], [-0.89, 1.84, -2.13], [0.40, 0.83, -2.72], [-2.10, 0.18, -1.31], [-1.94, -1.65, -2.66], [-0.29, -1.48, -2.89], [-0.81, -0.17, 0.54], [-0.55, -2.79, 0.58], [-1.77, -2.58, -0.70], [-2.64, -2.78, 1.69], [-1.75, -1.34, 2.08], [-3.62, -0.99, -0.26], [-4.43, -1.56, 1.15], [1.17, -1.22, -1.26], [1.26, -1.67, 0.45]], "lowdin_charge": [0.15, -0.12, -0.11, -0.29, -0.42, 0.15, 0.18, -0.36, 0.16, 0.17, -0.60, 0.19, 0.22, 0.22, -0.08, -0.08, -0.31, 0.11, -0.02, -0.08, -0.12, -0.04, -0.46, 0.16, 0.11, -0.60, 0.21, 0.21, 0.17, -0.04, 0.04, 0.13, 0.13, 0.12, 0.14, 0.13, 0.12, 0.13, 0.09, 0.10, 0.14, 0.13, 0.13, 0.13, 0.12, 0.12, 0.14, 0.14, 0.14]}